This record from OMol25 describes a cluster of 2 separate species, C6H9N2O2 in total at a distorted geometry. The level of theory is wB97M-V/def2-TZVPD.

```
! wB97M-V def2-TZVPD RIJCOSX def2/J DEFGRID3
* xyz -1 1
C -2.1155 0.0203 3.3326
C -0.9951 -0.9346 0.0447
C -0.1340 0.3789 1.6361
C -1.3206 -0.2057 2.0549
N 0.0811 -0.0565 0.3681
N -1.8388 -0.9214 1.0154
H 0.6945 0.3466 -0.3687
H -1.1718 -1.3815 -1.0330
H 0.4774 1.0163 2.2422
H -1.4584 -0.2762 4.1747
H -2.9987 -0.6369 3.3719
H -2.2975 1.1353 3.5173
C 1.5578 -0.1887 -3.3312
C 2.3208 0.6799 -2.2737
O 1.6679 0.9502 -1.2456
O 3.4577 1.0031 -2.6701
H 2.2224 -0.1619 -4.0654
H 0.6246 0.3708 -3.5739
H 1.2262 -1.1380 -3.1963
*
```

The relative energy (zero: lowest compared OMol25 entry of this formula, charge and spin) comes out at 137.1 kJ/mol. As for the HOMO-LUMO gap: 8.5 eV. For the total energy, the calculation gives -13444.34198 eV. Its HOMO energy is -0.179 Ha. As for the LUMO energy: 3.648 eV.